(1)
113
Properties=species:S:1:pos:R:3 method="wB97M-V/def2-TZVPD" lumo_ev=2.2 homo_lumo_gap_ev=6.96 total_charge=-1 e_homo_ev=-4.8 e_above_lowest_kcal_mol=16.52
Mg 0.99 0.77 0.31
N 0.05 0.55 2.24
C 1.10 0.46 3.29
C 2.22 1.49 3.08
C 3.13 1.11 1.92
O 4.09 0.37 2.09
O 2.76 1.55 0.76
H -0.64 1.26 2.47
H -0.44 -0.34 2.18
H 1.52 -0.55 3.23
H 0.67 0.59 4.28
H 2.83 1.53 3.99
H 1.78 2.47 2.89
N 3.18 0.51 -1.79
C 2.45 -0.81 -1.97
C 3.12 -1.58 -3.10
P 2.61 -1.75 -0.36
O 4.13 -1.42 0.00
O 2.37 -3.19 -0.62
O 1.74 -1.03 0.65
P 0.67 -0.47 -2.43
O 1.01 0.67 -3.53
O 0.05 -1.66 -3.05
O 0.00 0.22 -1.26
H 4.15 0.40 -2.08
H 3.22 0.87 -0.80
H 2.77 1.29 -2.33
H 4.16 -1.80 -2.84
H 3.08 -1.01 -4.03
H 2.59 -2.52 -3.23
H 4.21 -0.80 0.77
H 0.26 0.87 -4.10
C 2.59 -6.28 -1.43
Si 1.29 -6.29 -0.09
C 2.03 -5.73 1.53
C 0.70 -8.07 0.12
C -0.23 -5.30 -0.62
Te -0.61 -3.43 0.36
C -2.65 -3.89 0.94
Si -2.86 -3.92 2.79
C -4.68 -3.99 3.23
C -2.15 -2.35 3.55
C -1.98 -5.41 3.50
H 3.39 -6.99 -1.19
H 3.02 -5.28 -1.52
H 2.17 -6.56 -2.40
H 2.97 -6.25 1.70
H 1.37 -5.94 2.37
H 2.23 -4.66 1.50
H 1.53 -8.72 0.41
H 0.29 -8.46 -0.82
H -0.07 -8.14 0.88
H -1.13 -5.89 -0.45
H -0.17 -5.08 -1.68
H -2.89 -4.87 0.51
H -3.31 -3.16 0.47
H -5.20 -3.09 2.90
H -4.83 -4.09 4.31
H -5.17 -4.85 2.75
H -2.57 -1.46 3.08
H -1.06 -2.33 3.43
H -2.37 -2.31 4.62
H -2.45 -6.34 3.17
H -1.98 -5.40 4.60
H -0.94 -5.42 3.17
C -4.80 -0.25 0.63
As -2.92 -0.12 0.05
C -3.15 -1.04 -1.66
C -2.92 1.77 -0.57
C -4.09 2.20 -1.40
C -4.07 2.07 -2.78
C -5.16 2.44 -3.55
C -6.30 2.96 -2.95
C -6.33 3.11 -1.57
C -5.23 2.73 -0.80
H -5.49 0.08 -0.15
H -4.96 0.34 1.53
H -5.01 -1.30 0.87
H -3.89 -0.53 -2.27
H -3.50 -2.05 -1.45
H -2.20 -1.11 -2.17
H -1.98 1.87 -1.13
H -2.82 2.39 0.32
H -3.18 1.67 -3.26
H -5.12 2.33 -4.63
H -7.15 3.26 -3.54
H -7.20 3.52 -1.08
H -5.26 2.85 0.27
S 2.66 3.82 -2.03
P 1.67 4.39 -0.39
S 0.08 3.34 0.24
C 1.12 6.11 -0.65
C 2.08 7.09 -0.90
C 1.70 8.41 -1.11
C 0.35 8.76 -1.09
C -0.61 7.79 -0.85
C -0.23 6.47 -0.63
C 2.81 4.60 1.02
C 4.15 4.25 0.94
C 4.98 4.40 2.04
C 4.48 4.91 3.23
C 3.14 5.28 3.31
C 2.31 5.12 2.21
H 3.12 6.82 -0.93
H 2.45 9.16 -1.30
H 0.06 9.79 -1.25
H -1.66 8.05 -0.83
H -0.97 5.70 -0.44
H 4.52 3.83 0.01
H 6.02 4.10 1.98
H 5.13 5.03 4.09
H 2.74 5.69 4.23
H 1.26 5.39 2.28


(2)
83
Properties=species:S:1:pos:R:3 method="wB97M-V/def2-TZVPD" lumo_ev="-5.9 / -5.9" homo_lumo_gap_ev="5.46 / 7.79" total_charge=+2 spin_multiplicity=2 e_homo_ev="-11.3 / -13.7" s2=0.754
C -3.75 1.74 -1.32
C -2.70 2.56 -0.86
C -2.24 3.59 -1.70
C -2.89 3.84 -2.91
C -4.00 3.10 -3.30
C -4.47 2.08 -2.46
P -1.81 2.01 0.65
C -0.88 3.45 1.23
C 0.49 3.59 0.95
C 1.14 4.78 1.30
C 0.43 5.82 1.91
C -0.92 5.66 2.21
C -1.57 4.46 1.92
Bi -0.90 -0.42 0.20
P -0.55 -1.06 -2.29
C -0.47 0.39 -3.40
C -1.42 0.55 -4.42
C -1.32 1.60 -5.33
C -0.29 2.55 -5.21
C 0.59 2.46 -4.13
C 0.49 1.40 -3.22
C 0.91 -2.10 -2.66
C 1.30 -3.09 -1.73
C 2.46 -3.83 -1.94
C 3.27 -3.59 -3.06
C 2.90 -2.58 -3.96
C 1.75 -1.83 -3.75
C -2.03 -2.10 -2.64
C -3.05 -2.29 -1.68
C -4.19 -3.03 -1.99
C -4.32 -3.64 -3.25
C -3.26 -3.54 -4.17
C -2.13 -2.78 -3.86
C -3.12 1.59 1.91
C -4.45 1.96 1.66
C -5.49 1.44 2.43
C -5.22 0.61 3.52
C -3.90 0.22 3.76
C -2.85 0.72 2.98
H 0.74 -3.18 -0.79
H 2.78 -4.56 -1.19
H 4.17 -4.18 -3.23
H 3.56 -2.35 -4.80
H 1.56 -0.95 -4.37
H -2.29 -0.10 -4.45
H -2.05 1.70 -6.14
H -0.16 3.32 -5.96
H 1.35 3.23 -4.00
H 1.11 1.40 -2.32
H -2.90 -1.92 -0.66
H -4.99 -3.15 -1.25
H -5.24 -4.17 -3.51
H -3.30 -4.07 -5.12
H -1.28 -2.77 -4.55
H -4.70 2.60 0.81
H -6.52 1.66 2.15
H -6.02 0.25 4.16
H -3.68 -0.50 4.54
H -1.82 0.37 3.14
H 1.02 2.77 0.47
H 2.21 4.89 1.10
H 0.94 6.76 2.15
H -1.48 6.48 2.68
H -2.61 4.31 2.22
H -1.34 4.14 -1.44
H -2.50 4.61 -3.58
H -4.48 3.28 -4.26
H -5.35 1.48 -2.68
H -3.99 0.80 -0.82
H -4.37 0.83 -4.50
H -4.65 0.11 -4.52
O 1.27 -0.08 0.48
N 2.09 -0.57 1.49
C 3.40 -0.34 1.21
C 4.35 -0.96 1.99
C 3.96 -1.73 3.08
C 2.60 -1.86 3.40
C 1.65 -1.25 2.59
H 3.59 0.24 0.32
H 5.40 -0.80 1.74
H 4.67 -2.33 3.67
H 2.22 -2.53 4.18
H 0.59 -1.25 2.84


(3)
108
Properties=species:S:1:pos:R:3 method="wB97M-V/def2-TZVPD" lumo_ev="-1.7 / -1.1" homo_lumo_gap_ev="5.95 / 6.46" total_charge=0 spin_multiplicity=4 e_homo_ev="-7.6 / -7.6" s2=3.931 e_above_lowest_kcal_mol=39.33
Mn 1.03 0.49 -0.03
C 3.67 2.44 1.52
Si 4.19 0.75 0.82
C 5.96 1.07 0.21
C 4.26 -0.59 2.15
N 2.95 0.23 -0.34
C 3.20 -0.46 -1.51
C 4.47 -0.84 -1.97
C 4.65 -1.51 -3.16
C 3.57 -1.86 -3.95
C 2.29 -1.53 -3.52
C 2.13 -0.85 -2.33
O 0.86 -0.48 -1.84
C -0.23 -1.02 -2.54
C -0.67 -2.29 -2.24
C -1.80 -2.78 -2.88
C -2.44 -2.02 -3.84
C -1.95 -0.76 -4.18
C -0.83 -0.25 -3.52
H 3.79 2.44 2.60
H 2.63 2.67 1.30
H 4.28 3.24 1.11
H 6.45 1.66 0.98
H 5.99 1.65 -0.72
H 6.54 0.16 0.07
H 4.77 -0.24 3.04
H 4.78 -1.48 1.78
H 3.25 -0.89 2.43
H 5.34 -0.60 -1.37
H 5.65 -1.77 -3.48
H 3.70 -2.38 -4.89
H 1.43 -1.80 -4.11
H -0.13 -2.88 -1.51
H -2.17 -3.77 -2.63
H -3.32 -2.40 -4.33
H -2.43 -0.17 -4.94
H -0.44 0.73 -3.76
C 0.76 -5.87 1.24
C 1.83 -5.02 1.46
C 1.66 -3.65 1.37
C 0.40 -3.11 1.08
C -0.67 -3.97 0.85
C -0.49 -5.35 0.93
Si 0.24 -1.23 1.30
C -0.12 -1.04 3.14
C -0.85 -2.02 3.82
C -1.03 -1.94 5.19
C -0.46 -0.91 5.91
C 0.29 0.06 5.26
C 0.44 0.00 3.88
H 0.89 -6.95 1.30
H 2.81 -5.42 1.70
H 2.50 -2.99 1.55
H -1.65 -3.57 0.64
H -1.33 -6.01 0.78
H 1.36 1.02 1.33
H -1.29 -2.84 3.27
H -1.62 -2.70 5.70
H -0.59 -0.85 6.99
H 0.75 0.87 5.81
H 1.03 0.76 3.37
Cl -4.91 -1.10 2.74
C -4.13 0.30 3.42
C -3.47 0.10 4.63
C -2.89 1.15 5.30
C -3.00 2.43 4.78
C -3.65 2.63 3.58
Cl -3.86 4.26 3.04
C -4.21 1.57 2.82
N -4.78 1.89 1.60
C -5.36 1.02 0.64
C -6.75 0.96 0.59
C -7.40 0.16 -0.34
C -6.66 -0.61 -1.23
C -5.28 -0.55 -1.19
C -4.60 0.27 -0.29
C -3.10 0.41 -0.42
C -2.30 -0.67 0.25
O -2.71 -1.73 0.62
O -0.96 -0.39 0.40
H -3.43 -0.90 5.03
H -2.39 0.99 6.24
H -2.60 3.28 5.31
H -4.38 2.73 1.21
H -7.31 1.54 1.30
H -8.48 0.14 -0.37
H -7.16 -1.23 -1.96
H -4.69 -1.14 -1.88
H -2.78 1.39 -0.04
H -2.84 0.38 -1.47
F 4.84 4.22 -5.85
C 3.49 4.21 -5.92
F 3.16 3.42 -6.96
F 3.11 5.46 -6.26
C 2.86 3.76 -4.64
C 1.47 3.81 -4.52
C 0.86 3.35 -3.37
C 1.63 2.84 -2.32
C 3.02 2.81 -2.45
C 3.63 3.26 -3.60
C 0.95 2.37 -1.15
C 0.23 2.53 -0.16
H 0.87 4.21 -5.33
H -0.22 3.40 -3.26
H 3.61 2.43 -1.62
H 4.70 3.22 -3.70
O -0.68 2.88 0.65
O -1.78 3.39 -0.14


(4)
8
Properties=species:S:1:pos:R:3 method="wB97M-V/def2-TZVPD" smiles=C1OP1.F lumo_ev=0.7 homo_lumo_gap_ev=10.56 total_charge=0 e_homo_ev=-9.9 e_above_lowest_kcal_mol=63.71
C -0.44 0.04 0.22
O 0.77 0.25 0.87
P 0.10 1.72 0.58
H -0.40 -0.29 -0.74
H -1.33 -0.23 0.77
H -0.40 1.88 1.86
F 0.71 -1.89 -2.15
H 0.99 -1.48 -1.40


Copy entry 1 word for word.
113
Properties=species:S:1:pos:R:3 method="wB97M-V/def2-TZVPD" lumo_ev=2.2 homo_lumo_gap_ev=6.96 total_charge=-1 e_homo_ev=-4.8 e_above_lowest_kcal_mol=16.52
Mg 0.99 0.77 0.31
N 0.05 0.55 2.24
C 1.10 0.46 3.29
C 2.22 1.49 3.08
C 3.13 1.11 1.92
O 4.09 0.37 2.09
O 2.76 1.55 0.76
H -0.64 1.26 2.47
H -0.44 -0.34 2.18
H 1.52 -0.55 3.23
H 0.67 0.59 4.28
H 2.83 1.53 3.99
H 1.78 2.47 2.89
N 3.18 0.51 -1.79
C 2.45 -0.81 -1.97
C 3.12 -1.58 -3.10
P 2.61 -1.75 -0.36
O 4.13 -1.42 0.00
O 2.37 -3.19 -0.62
O 1.74 -1.03 0.65
P 0.67 -0.47 -2.43
O 1.01 0.67 -3.53
O 0.05 -1.66 -3.05
O 0.00 0.22 -1.26
H 4.15 0.40 -2.08
H 3.22 0.87 -0.80
H 2.77 1.29 -2.33
H 4.16 -1.80 -2.84
H 3.08 -1.01 -4.03
H 2.59 -2.52 -3.23
H 4.21 -0.80 0.77
H 0.26 0.87 -4.10
C 2.59 -6.28 -1.43
Si 1.29 -6.29 -0.09
C 2.03 -5.73 1.53
C 0.70 -8.07 0.12
C -0.23 -5.30 -0.62
Te -0.61 -3.43 0.36
C -2.65 -3.89 0.94
Si -2.86 -3.92 2.79
C -4.68 -3.99 3.23
C -2.15 -2.35 3.55
C -1.98 -5.41 3.50
H 3.39 -6.99 -1.19
H 3.02 -5.28 -1.52
H 2.17 -6.56 -2.40
H 2.97 -6.25 1.70
H 1.37 -5.94 2.37
H 2.23 -4.66 1.50
H 1.53 -8.72 0.41
H 0.29 -8.46 -0.82
H -0.07 -8.14 0.88
H -1.13 -5.89 -0.45
H -0.17 -5.08 -1.68
H -2.89 -4.87 0.51
H -3.31 -3.16 0.47
H -5.20 -3.09 2.90
H -4.83 -4.09 4.31
H -5.17 -4.85 2.75
H -2.57 -1.46 3.08
H -1.06 -2.33 3.43
H -2.37 -2.31 4.62
H -2.45 -6.34 3.17
H -1.98 -5.40 4.60
H -0.94 -5.42 3.17
C -4.80 -0.25 0.63
As -2.92 -0.12 0.05
C -3.15 -1.04 -1.66
C -2.92 1.77 -0.57
C -4.09 2.20 -1.40
C -4.07 2.07 -2.78
C -5.16 2.44 -3.55
C -6.30 2.96 -2.95
C -6.33 3.11 -1.57
C -5.23 2.73 -0.80
H -5.49 0.08 -0.15
H -4.96 0.34 1.53
H -5.01 -1.30 0.87
H -3.89 -0.53 -2.27
H -3.50 -2.05 -1.45
H -2.20 -1.11 -2.17
H -1.98 1.87 -1.13
H -2.82 2.39 0.32
H -3.18 1.67 -3.26
H -5.12 2.33 -4.63
H -7.15 3.26 -3.54
H -7.20 3.52 -1.08
H -5.26 2.85 0.27
S 2.66 3.82 -2.03
P 1.67 4.39 -0.39
S 0.08 3.34 0.24
C 1.12 6.11 -0.65
C 2.08 7.09 -0.90
C 1.70 8.41 -1.11
C 0.35 8.76 -1.09
C -0.61 7.79 -0.85
C -0.23 6.47 -0.63
C 2.81 4.60 1.02
C 4.15 4.25 0.94
C 4.98 4.40 2.04
C 4.48 4.91 3.23
C 3.14 5.28 3.31
C 2.31 5.12 2.21
H 3.12 6.82 -0.93
H 2.45 9.16 -1.30
H 0.06 9.79 -1.25
H -1.66 8.05 -0.83
H -0.97 5.70 -0.44
H 4.52 3.83 0.01
H 6.02 4.10 1.98
H 5.13 5.03 4.09
H 2.74 5.69 4.23
H 1.26 5.39 2.28